Molecular formula: C2H5N5
Method: DFT, ωB97M-V with the def2-TZVPD basis set

HOMO-LUMO gap = 8.82 eV
SMILES string = Nc1nnc(N)[nH]1
multiplicity = 1
E_LUMO = 0.777 eV
ΔE to the lowest compared entry with this formula, charge and spin = 80.0 kJ/mol

The geometry in XYZ format:
```
12
Properties=species:S:1:pos:R:3:lowdin_charge:R:1
C 1.0195 -0.4808 0.0874 -0.459
C -1.1164 0.0185 0.1344 -0.479
H 2.8075 0.5742 -0.0956 0.130
H 2.9608 -1.1211 -0.1222 0.082
H -2.3509 1.5814 -0.0853 0.083
H -3.0354 0.1873 0.4128 0.055
H 0.1930 0.9387 -1.2247 0.132
N 2.3294 -0.3612 -0.2905 0.097
N 0.3828 -1.4082 0.8007 0.040
N -0.9673 -1.0617 0.8023 0.028
N -2.3429 0.5870 -0.1113 0.137
N 0.1200 0.5461 -0.3081 0.155
```